[1]
# C29H25BrDyF4N2O3P

A molecular structure, C29H25BrDyF4N2O3P (wB97M-V/def2-TZVPD, OMol25).

Values from the calculation:
Spin multiplicity: 6
Kohn-Sham gap (alpha / beta) (eV): 6.839 / 8.175
⟨S²⟩: 9.047
Charge: +2
Highest occupied orbital energy (alpha / beta) (eV): -14.263 / -14.247

Each line ends with the Löwdin spin population.
CARTESIAN COORDINATES (ANGSTROEM)
Dy  0.387  -0.918  -0.546  5.102
F  4.263  -1.181  5.733  0.000
C  3.392  -0.782  4.834  0.000
C  2.433  0.154  5.160  0.000
F  2.389  0.653  6.378  0.000
C  1.525  0.567  4.200  -0.001
F  0.630  1.473  4.577  0.000
C  1.532  0.070  2.906  -0.006
P  0.279  0.649  1.726  -0.031
C  -1.315  0.494  2.535  -0.003
C  -1.594  -0.665  3.259  -0.003
C  -2.856  -0.851  3.800  0.000
C  -3.843  0.109  3.608  -0.004
C  -3.573  1.252  2.868  0.000
C  -2.311  1.446  2.323  -0.003
C  0.659  2.371  1.384  -0.004
C  0.248  3.429  2.196  -0.001
C  0.617  4.727  1.878  0.000
C  1.401  4.979  0.759  0.000
C  1.820  3.934  -0.052  0.000
C  1.443  2.635  0.259  0.000
C  2.519  -0.873  2.616  -0.001
Br  2.779  -1.666  0.903  0.001
C  3.436  -1.299  3.548  0.000
F  4.371  -2.190  3.255  0.000
H  -0.837  -1.428  3.401  0.000
H  -3.072  -1.747  4.367  0.000
H  -4.826  -0.036  4.037  0.000
H  -4.344  1.997  2.718  0.000
H  -2.112  2.339  1.745  0.000
H  -0.352  3.244  3.077  0.000
H  0.296  5.544  2.511  0.000
H  1.688  5.996  0.522  0.000
H  2.439  4.133  -0.917  0.000
H  1.801  1.832  -0.378  0.000
C  -1.460  -0.682  -5.845  -0.001
C  -1.434  -1.051  -4.387  -0.003
C  -2.073  -0.248  -3.443  0.001
C  -2.150  -0.612  -2.108  -0.003
C  -2.807  0.291  -1.095  0.000
C  -1.549  -1.822  -1.709  -0.001
C  -0.816  -2.603  -2.625  -0.001
C  -0.109  -3.866  -2.199  0.000
C  -0.793  -2.209  -3.953  0.000
C  -1.739  -2.335  -0.277  0.003
O  -2.809  -2.643  0.140  -0.001
O  -0.573  -2.342  0.429  -0.041
H  -1.329  0.391  -5.986  0.000
H  -2.429  -0.946  -6.276  0.000
H  -0.694  -1.210  -6.410  0.000
H  -2.551  0.671  -3.764  0.000
H  -3.504  0.975  -1.577  0.000
H  -2.072  0.936  -0.592  0.000
H  -3.337  -0.263  -0.325  0.000
H  0.563  -3.728  -1.350  0.000
H  0.466  -4.290  -3.020  0.000
H  -0.832  -4.614  -1.869  0.000
H  -0.276  -2.832  -4.674  0.000
N  2.687  0.359  -4.052  0.000
C  2.566  -0.646  -3.190  0.000
N  3.338  -1.724  -3.314  0.000
O  1.701  -0.557  -2.259  -0.002
H  3.340  0.348  -4.818  0.000
H  2.075  1.150  -3.952  0.000
H  4.046  -1.802  -4.026  0.000
H  3.243  -2.484  -2.664  0.000


[2]
# C41H54N6O3

2 unconnected molecules or ions with the total composition C41H54N6O3 (wB97M-V/def2-TZVPD, OMol25).

Values from the calculation:
Kohn-Sham gap (eV): 5.260
Highest occupied orbital energy (eV): -6.167

Each line ends with the Löwdin charge.
CARTESIAN COORDINATES (ANGSTROEM)
C  3.081  -4.485  -1.521  -0.061
C  2.398  -3.656  -2.606  -0.379
C  2.256  -4.455  -3.904  -0.063
C  3.132  -2.330  -2.815  -0.120
C  4.413  -2.351  -3.368  -0.036
C  5.086  -1.172  -3.675  -0.056
C  4.445  0.051  -3.490  -0.028
C  3.164  0.101  -2.936  -0.123
C  2.430  1.425  -2.769  -0.374
C  2.784  2.475  -3.824  -0.072
C  2.663  1.945  -1.362  -0.066
C  2.546  -1.089  -2.504  -0.074
N  1.200  -1.041  -1.958  -0.012
N  0.172  -1.067  -2.841  0.159
N  -0.941  -1.088  -2.082  -0.029
C  -2.262  -1.106  -2.683  -0.076
C  -2.888  -2.334  -2.939  -0.123
C  -2.196  -3.674  -2.685  -0.377
C  -2.060  -4.478  -3.981  -0.059
C  -2.922  -4.475  -1.606  -0.056
C  -4.187  -2.328  -3.446  -0.028
C  -4.840  -1.129  -3.713  -0.050
C  -4.182  0.081  -3.513  -0.027
C  -2.883  0.108  -3.007  -0.122
C  -2.191  1.458  -2.813  -0.378
C  -2.898  2.286  -1.743  -0.054
C  -2.090  2.223  -4.135  -0.060
C  -0.651  -1.027  -0.746  -0.212
C  -1.707  -1.059  0.254  0.017
C  0.713  -0.955  -0.623  -0.234
C  1.398  -0.821  0.587  -0.038
H  3.140  -3.915  -0.587  0.082
H  2.522  -5.408  -1.330  0.080
H  4.101  -4.751  -1.826  0.079
H  1.391  -3.395  -2.263  0.112
H  1.718  -3.871  -4.660  0.083
H  3.237  -4.730  -4.314  0.075
H  1.687  -5.374  -3.718  0.077
H  4.877  -3.316  -3.579  0.113
H  6.091  -1.208  -4.095  0.108
H  4.944  0.975  -3.784  0.110
H  1.362  1.188  -2.887  0.115
H  2.655  2.071  -4.835  0.087
H  2.118  3.340  -3.719  0.079
H  3.818  2.824  -3.712  0.074
H  2.387  1.185  -0.621  0.041
H  3.728  2.177  -1.217  0.098
H  2.079  2.851  -1.169  0.082
H  -1.188  -3.444  -2.322  0.116
H  -1.521  -3.891  -4.735  0.086
H  -1.503  -5.404  -3.797  0.080
H  -3.048  -4.733  -4.386  0.077
H  -3.013  -3.895  -0.679  0.069
H  -3.933  -4.744  -1.937  0.081
H  -2.372  -5.397  -1.383  0.085
H  -4.684  -3.285  -3.618  0.116
H  -5.856  -1.137  -4.108  0.109
H  -4.673  1.030  -3.736  0.115
H  -1.173  1.246  -2.467  0.114
H  -2.974  1.731  -0.800  0.070
H  -2.345  3.214  -1.555  0.084
H  -3.914  2.546  -2.066  0.082
H  -1.553  1.622  -4.878  0.088
H  -3.088  2.452  -4.529  0.076
H  -1.543  3.161  -3.984  0.081
H  -1.274  -1.030  1.261  0.089
H  -2.394  -0.202  0.199  0.085
H  -2.314  -1.977  0.190  0.081
H  0.870  -1.282  1.429  0.046
H  2.474  -0.663  0.549  0.048
C  2.667  -3.330  6.003  -0.077
C  1.770  -2.152  5.738  -0.241
O  2.017  -1.670  4.392  -0.014
C  1.274  -0.535  4.184  -0.440
C  1.594  0.111  2.895  0.020
C  1.186  1.447  2.825  -0.290
C  1.800  2.408  1.864  -0.034
N  0.163  1.838  3.621  0.097
N  0.102  3.070  3.996  0.120
C  -1.101  3.333  4.716  -0.474
N  -1.002  4.649  5.146  0.119
C  -1.926  5.337  5.924  -0.225
C  -1.607  6.642  6.377  -0.034
C  -2.472  7.310  7.243  -0.099
C  -3.676  6.716  7.648  -0.104
C  -4.014  5.444  7.167  -0.080
C  -3.153  4.760  6.304  -0.014
O  -2.032  2.560  4.899  0.070
O  0.483  -0.170  5.052  0.076
H  2.354  -3.813  6.931  0.078
H  2.623  -4.067  5.196  0.079
H  3.702  -2.998  6.127  0.077
H  0.713  -2.428  5.835  0.127
H  1.983  -1.334  6.439  0.128
H  2.561  -0.179  2.479  0.110
H  2.845  2.133  1.685  0.088
H  1.277  2.427  0.899  0.069
H  1.760  3.417  2.287  0.070
H  -0.137  5.092  4.854  0.137
H  -0.674  7.102  6.053  0.105
H  -2.201  8.300  7.606  0.099
H  -4.344  7.241  8.331  0.097
H  -4.951  4.976  7.468  0.103
H  -3.402  3.768  5.928  0.097


[3]
# C29H20CuN5O4

A molecular structure, C29H20CuN5O4 (wB97M-V/def2-TZVPD, OMol25).

Values from the calculation:
Kohn-Sham gap (eV): 5.398
Highest occupied orbital energy (eV): -6.654

Each line ends with the natural charge from an NBO analysis.
CARTESIAN COORDINATES (ANGSTROEM)
Cu  10.790  13.149  6.343  0.879
C  8.229  13.527  9.055  -0.236
O  8.730  14.024  7.874  -0.550
C  8.516  15.345  7.469  0.330
C  7.309  15.954  7.715  -0.295
C  7.059  17.222  7.280  -0.202
C  8.102  17.933  6.700  -0.230
C  9.255  17.309  6.337  -0.197
C  9.560  15.929  6.730  0.073
N  10.793  15.268  6.341  -0.352
N  11.775  16.051  6.279  -0.137
C  13.074  15.701  5.818  -0.112
C  13.375  14.365  5.291  0.444
O  12.512  13.481  5.230  -0.738
C  14.703  14.184  4.695  -0.292
C  15.623  15.156  4.775  -0.124
C  15.385  16.459  5.440  -0.153
C  16.307  17.457  5.382  -0.152
C  16.034  18.736  5.762  -0.264
C  14.801  18.949  6.333  -0.191
C  13.838  17.992  6.458  -0.243
C  14.059  16.737  5.870  0.087
H  8.508  14.079  9.956  0.182
H  7.140  13.540  9.031  0.160
H  8.532  12.466  9.095  0.187
H  6.519  15.380  8.179  0.216
H  6.148  17.742  7.398  0.212
H  7.954  18.994  6.427  0.213
H  9.962  17.841  5.774  0.226
H  14.861  13.288  4.190  0.212
H  16.535  15.050  4.219  0.203
H  17.328  17.212  4.940  0.201
H  16.727  19.529  5.722  0.212
H  14.551  19.851  6.823  0.202
H  12.972  18.070  7.055  0.225
O  8.313  6.641  7.089  -0.354
N  8.827  7.057  8.114  0.514
O  8.750  6.549  9.238  -0.353
C  9.714  8.242  7.979  0.095
C  11.045  8.172  8.310  -0.158
C  11.811  9.385  8.213  -0.117
C  13.145  9.515  8.617  -0.131
C  13.843  10.657  8.440  -0.247
C  13.115  11.820  8.004  0.094
N  11.826  11.807  7.601  -0.501
C  11.250  10.591  7.687  0.266
C  9.847  10.476  7.233  0.158
N  9.453  11.507  6.430  -0.490
C  8.253  11.537  5.974  0.107
C  7.357  10.407  6.167  -0.238
C  7.783  9.392  6.937  -0.137
C  9.113  9.332  7.337  -0.122
H  11.520  7.391  8.919  0.251
H  13.696  8.689  8.953  0.215
H  14.947  10.693  8.601  0.242
H  13.604  12.731  7.719  0.223
H  7.946  12.384  5.329  0.217
H  6.300  10.543  5.875  0.234
H  7.172  8.526  7.132  0.237


Q: Which formula does entry 1 have?
A: C29H25BrDyF4N2O3P